No. 1
{"formula": "C25H31N3O4", "method": "ωB97M-V with the def2-TZVPD basis set", "charge": 0, "relative_energy_kcal_mol": 42.5, "smiles": "CC[C@H]1CN(C(=O)N2CCC(C(=O)NCc3ccccc3OC)CC2)c2ccccc2O1", "gap_ha": 0.309, "homo_ev": -8.0, "elements": ["C", "C", "C", "C", "N", "C", "O", "N", "C", "C", "C", "C", "O", "N", "C", "C", "C", "C", "C", "C", "C", "O", "C", "C", "C", "C", "C", "C", "C", "C", "C", "O", "H", "H", "H", "H", "H", "H", "H", "H", "H", "H", "H", "H", "H", "H", "H", "H", "H", "H", "H", "H", "H", "H", "H", "H", "H", "H", "H", "H", "H", "H", "H"], "coordinates": [[-0.240847, 2.014201, 4.881060], [1.083735, 1.283217, 4.708068], [1.177249, -0.001522, 5.542156], [0.139251, -1.052095, 5.140274], [0.394378, -1.421687, 3.765002], [-0.657956, -1.372482, 2.865169], [-1.808811, -1.451917, 3.258426], [-0.356238, -1.225159, 1.545623], [-1.490111, -1.279959, 0.633088], [-0.987207, -1.424898, -0.793972], [-0.248833, -0.142193, -1.218568], [-1.274398, 0.859299, -1.761063], [-1.731823, 1.769060, -1.101595], [-1.663377, 0.594705, -3.023233], [-2.608489, 1.421330, -3.744686], [-1.940676, 2.172276, -4.867161], [-1.856105, 3.552625, -4.860287], [-1.242725, 4.235151, -5.898620], [-0.704974, 3.526036, -6.954638], [-0.769826, 2.141900, -6.978449], [-1.380919, 1.457508, -5.937067], [-1.480794, 0.092717, -5.860692], [-1.029348, -0.676597, -6.948786], [0.479638, 0.460876, -0.012404], [0.841472, -0.602259, 1.020394], [1.690821, -1.895448, 3.558928], [1.995598, -2.864186, 2.607687], [3.287643, -3.333863, 2.469111], [4.289750, -2.859966, 3.299604], [3.993880, -1.930250, 4.278127], [2.700208, -1.444525, 4.424485], [2.481088, -0.558203, 5.439283], [-1.063599, 1.439395, 4.464034], [-0.203960, 2.970877, 4.365946], [-0.442622, 2.197609, 5.934055], [1.232420, 1.038350, 3.654201], [1.908223, 1.931311, 5.013996], [1.060851, 0.248091, 6.603913], [-0.878654, -0.674557, 5.218704], [0.243596, -1.927706, 5.793191], [-2.108914, -2.131528, 0.926400], [-2.105830, -0.376680, 0.723140], [-1.831206, -1.615511, -1.458556], [-0.312727, -2.281564, -0.852134], [0.459514, -0.381143, -2.017823], [-1.216488, -0.131016, -3.560714], [-3.398274, 0.779044, -4.150577], [-3.036160, 2.117129, -3.020819], [-2.278580, 4.097036, -4.029354], [-1.186533, 5.312442, -5.880408], [-0.225767, 4.044879, -7.771359], [-0.338692, 1.610428, -7.812111], [-1.259472, -1.710540, -6.694688], [0.050821, -0.573162, -7.095049], [-1.548963, -0.408992, -7.873630], [-0.178487, 1.203141, 0.445639], [1.387572, 0.972631, -0.333753], [1.498807, -1.354818, 0.563733], [1.398965, -0.138236, 1.835884], [1.198702, -3.257226, 1.995253], [3.508030, -4.081968, 1.722736], [5.299993, -3.224811, 3.196253], [4.752842, -1.563194, 4.950625]], "atomic_forces_ev_per_a": [[0.194, -0.116, -0.082], [0.057, -0.188, 0.240], [-0.513, 0.284, -0.127], [0.050, 0.140, 0.298], [-0.093, 0.210, 0.244], [0.105, -0.037, -0.040], [-0.317, 0.033, 0.072], [-0.131, -0.081, -0.086], [-0.359, -0.256, -0.044], [-0.040, 0.038, 0.126], [-0.063, 0.211, 0.131], [0.435, -0.457, -0.068], [-0.180, 0.353, 0.252], [-0.138, -0.143, -0.442], [-0.107, 0.022, -0.061], [-0.042, -0.198, 0.016], [0.000, -0.153, -0.070], [0.068, 0.124, -0.107], [-0.035, 0.136, 0.079], [0.016, -0.379, -0.056], [-0.030, 0.290, 0.048], [-0.146, 0.304, 0.299], [0.109, -0.190, -0.212], [0.018, -0.089, 0.064], [0.450, 0.274, -0.161], [0.291, -0.134, 0.013], [0.121, -0.048, 0.146], [-0.039, -0.057, -0.090], [0.046, 0.038, 0.050], [-0.126, 0.036, 0.021], [0.039, -0.062, -0.161], [0.295, -0.182, -0.117], [-0.154, -0.016, -0.024], [-0.075, 0.088, -0.005], [-0.091, 0.062, 0.123], [0.089, -0.008, 0.006], [0.032, -0.051, -0.048], [-0.037, -0.048, -0.139], [0.122, -0.041, 0.039], [-0.071, 0.086, -0.044], [0.009, 0.154, -0.087], [-0.012, -0.088, 0.021], [0.033, -0.073, 0.003], [-0.016, -0.041, -0.036], [-0.044, 0.028, 0.011], [0.066, 0.020, 0.157], [0.012, 0.128, 0.101], [-0.013, -0.099, -0.140], [-0.057, 0.044, 0.115], [0.008, 0.101, -0.001], [0.039, 0.041, -0.064], [0.030, -0.077, -0.061], [0.041, 0.060, -0.069], [-0.059, 0.014, -0.003], [0.024, 0.010, 0.042], [0.080, -0.006, -0.028], [-0.002, 0.036, 0.035], [0.015, 0.097, 0.103], [-0.027, -0.103, -0.117], [-0.071, -0.005, -0.085], [0.012, -0.063, -0.066], [0.097, -0.030, -0.001], [0.088, 0.057, 0.088]], "lowdin_charge": [-0.083, -0.181, -0.288, -0.067, 0.024, -0.478, 0.071, -0.026, -0.132, -0.119, -0.221, -0.465, 0.067, 0.082, -0.108, -0.134, -0.028, -0.089, -0.085, -0.024, -0.227, -0.102, -0.079, -0.114, -0.148, -0.164, -0.033, -0.093, -0.093, -0.003, -0.194, 0.003, 0.070, 0.074, 0.078, 0.100, 0.119, 0.157, 0.124, 0.147, 0.130, 0.137, 0.118, 0.120, 0.143, 0.133, 0.132, 0.122, 0.117, 0.101, 0.104, 0.102, 0.095, 0.097, 0.099, 0.118, 0.125, 0.121, 0.114, 0.119, 0.100, 0.100, 0.118]}

No. 2
{"formula": "C9H14", "method": "ωB97M-V with the def2-TZVPD basis set", "spin_multiplicity": 2, "charge": 1, "relative_energy_kcal_mol": 4.7, "gap_ha": [0.368, 0.230], "homo_ev": [-14.4, -14.4], "elements": ["C", "C", "C", "C", "C", "C", "C", "H", "H", "H", "H", "H", "H", "H", "H", "C", "C", "H", "H", "H", "H", "H", "H"], "coordinates": [[-0.754996, 1.668323, -2.804309], [0.114995, -0.996286, -0.293188], [-0.079743, -2.137946, -1.127760], [-0.134076, 0.221217, -0.842154], [-0.538684, 0.336156, -2.208207], [-0.541930, -2.058768, -2.454253], [-0.828145, -0.828621, -2.983738], [0.250401, -1.132082, 0.770155], [0.247897, -3.102826, -0.748755], [-0.074287, 1.125475, -0.251543], [-0.574177, -2.935331, -3.086791], [-0.469417, 1.709993, -3.855936], [-0.234442, 2.469284, -2.287218], [-1.375547, -0.711897, -3.914522], [-1.846731, 1.829659, -2.750117], [0.606638, 0.911111, 2.980607], [1.105212, 0.193249, 4.218714], [1.121640, 0.709362, 2.035925], [-0.450578, 0.740295, 2.777392], [0.726685, 1.989024, 3.147898], [0.619581, 0.578848, 5.116316], [2.176569, 0.310984, 4.348375], [0.933135, -0.889222, 4.213110]], "atomic_forces_ev_per_a": [[0.023, -0.054, -0.029], [-1.192, -0.133, -0.404], [1.054, -0.386, 0.255], [0.119, 0.048, 0.202], [-0.128, 0.379, -0.048], [0.235, 0.527, -0.606], [-0.439, -0.363, 0.510], [0.479, 0.071, -0.028], [-0.340, 0.031, 0.037], [0.147, 0.040, -0.002], [-0.334, -0.146, 0.237], [-0.163, -0.168, -0.059], [-0.143, -0.018, 0.218], [0.540, -0.036, -0.166], [0.138, 0.205, -0.085], [-0.188, 0.787, -0.182], [0.102, -0.682, 0.089], [0.347, -0.294, 0.269], [-0.157, -0.053, 0.211], [-0.126, -0.130, -0.166], [0.001, 0.044, -0.104], [0.141, 0.182, 0.005], [-0.116, 0.149, -0.155]], "lowdin_charge": [0.002, 0.007, 0.060, 0.023, -0.155, -0.002, 0.034, 0.118, 0.137, 0.130, 0.132, 0.110, 0.101, 0.143, 0.137, -0.190, -0.163, 0.040, 0.061, 0.072, 0.072, 0.066, 0.064]}